# C29H59N3O10PS

A 8-piece molecular cluster, C29H59N3O10PS overall (ωB97M-V/def2-TZVPD, the Open Molecules 2025 dataset).

## Properties
Charge: +1

Each line ends with the Mulliken charge.
Element x y z (Å)
C -1.603 -1.475 10.097  -0.47
C -1.504 -0.259 9.356  -0.15
C -1.848 1.151 8.524  -0.29
C -1.416 1.080 6.944  -0.50
C -0.578 -0.267 6.515  -0.92
N -1.424 -1.503 6.307  0.48
O -2.750 -1.547 6.658  -0.16
C -3.590 -1.113 5.515  -0.20
C -4.878 -0.183 5.990  -0.90
C -0.886 -2.638 5.753  0.17
N -1.817 -3.862 5.626  -0.48
N 0.529 -2.818 5.250  -0.40
P 0.507 -3.892 3.782  0.68
O 0.730 -5.578 4.158  -0.50
O -0.859 -3.563 2.726  -0.42
S 2.104 -3.337 2.742  -0.35
H -1.808 -2.279 10.954  0.35
H -3.012 1.384 8.553  0.23
H -1.318 2.048 9.065  0.33
H -2.383 1.280 6.298  0.16
H -0.695 2.005 6.720  0.40
H 0.300 -0.551 7.237  0.42
H -0.069 -0.014 5.466  0.51
H -2.896 -0.399 4.859  0.32
H -4.028 -1.992 4.878  0.22
H -5.091 0.626 5.140  0.32
H -4.654 0.442 6.964  0.12
H -5.867 -0.790 6.144  0.37
H -2.195 -4.096 6.588  0.32
H -2.596 -3.664 4.951  0.24
H 0.953 -1.936 4.889  0.40
H 0.022 -5.923 4.782  0.38
H -1.380 -4.419 2.649  0.33
C -0.622 -1.750 0.152  -0.72
C -0.712 -0.272 -0.122  0.79
O -0.809 0.542 0.794  -0.63
C -0.679 0.170 -1.561  -0.38
H -0.657 -1.921 1.233  -0.02
H -1.466 -2.266 -0.312  0.36
H 0.323 -2.142 -0.234  0.27
H -1.526 -0.261 -2.101  0.37
H 0.263 -0.137 -2.023  -0.16
H -0.752 1.262 -1.607  0.12
C -9.624 1.211 6.104  -1.07
C -8.988 0.293 7.114  0.82
O -8.141 -0.534 6.781  -0.57
C -9.428 0.427 8.547  -1.09
H -9.210 1.001 5.112  0.28
H -10.703 1.041 6.076  0.34
H -9.408 2.251 6.360  0.32
H -10.498 0.223 8.628  0.34
H -9.204 1.433 8.912  0.33
H -8.885 -0.298 9.163  0.29
C -2.692 3.631 -4.901  -1.16
C -2.134 3.282 -3.547  0.89
O -1.219 2.469 -3.424  -0.45
C -2.738 3.966 -2.350  -1.20
H -2.160 3.061 -5.671  0.23
H -3.752 3.371 -4.944  0.42
H -2.553 4.697 -5.097  0.33
H -3.801 3.721 -2.280  0.35
H -2.601 5.047 -2.432  0.35
H -2.237 3.617 -1.441  0.27
C 4.450 -1.861 -2.699  -1.15
C 4.133 -1.244 -4.035  0.79
O 4.708 -1.609 -5.060  -0.55
C 3.086 -0.163 -4.070  -0.74
H 5.223 -2.626 -2.827  0.25
H 4.825 -1.095 -2.016  0.33
H 3.555 -2.333 -2.287  0.37
H 3.401 0.679 -3.447  0.39
H 2.131 -0.559 -3.718  0.17
H 2.962 0.190 -5.099  0.09
C 0.816 3.317 -5.197  -0.79
C 2.281 3.433 -5.522  0.70
O 3.131 2.844 -4.857  -0.56
C 2.665 4.298 -6.693  -1.21
H 0.688 2.661 -4.329  0.24
H 0.410 4.302 -4.954  0.37
H 0.280 2.883 -6.045  0.27
H 2.342 5.327 -6.516  0.45
H 2.212 3.908 -7.607  0.29
H 3.754 4.288 -6.809  0.29
C 7.647 -2.244 -4.542  -0.91
C 8.561 -2.983 -3.602  0.81
O 8.536 -2.773 -2.390  -0.57
C 9.506 -3.989 -4.201  -1.10
H 7.021 -1.551 -3.969  0.06
H 8.238 -1.669 -5.260  0.45
H 6.998 -2.952 -5.063  0.33
H 10.180 -3.493 -4.904  0.31
H 8.940 -4.775 -4.707  0.31
H 10.104 -4.445 -3.405  0.31
C 4.022 1.559 -11.014  -1.20
C 3.596 1.984 -9.635  0.84
O 2.817 2.922 -9.468  -0.56
C 4.158 1.218 -8.467  -0.68
H 3.538 2.201 -11.758  0.33
H 5.106 1.662 -11.116  0.31
H 3.719 0.525 -11.194  0.32
H 5.247 1.306 -8.456  0.33
H 3.861 0.169 -8.534  0.36
H 3.763 1.636 -7.535  -0.09



# C34H29BN7O16

A 8-piece molecular cluster, C34H29BN7O16 overall (ωB97M-V/def2-TZVPD, the Open Molecules 2025 dataset).

## Properties
Charge: -1
Energy above the lowest of the compared OMol25 structures with the same formula, charge and spin: 0.0 kJ/mol

Each line ends with the Mulliken charge.
Element x y z (Å)
O -12.332 -3.203 -8.834  -0.63
C -11.178 -3.507 -8.922  0.52
O -10.305 -3.022 -9.793  -0.65
B -8.929 -3.486 -9.493  0.77
O -9.130 -4.471 -8.399  -0.46
C -10.378 -4.445 -7.982  0.55
O -10.851 -5.082 -7.089  -0.60
O -8.063 -2.365 -9.151  -0.57
C -7.201 -2.172 -10.156  0.29
O -6.406 -1.294 -10.251  -0.60
C -7.347 -3.372 -11.120  0.41
O -8.332 -4.144 -10.667  0.74
O -6.622 -3.594 -12.044  -0.62
C -8.347 -7.252 -6.971  -0.10
C -9.431 -8.154 -6.617  0.22
N -10.299 -8.848 -6.323  -0.53
H -8.399 -6.350 -6.366  0.27
H -8.346 -6.996 -8.025  -0.28
H -7.386 -7.711 -6.726  0.47
C -13.712 -5.994 -9.163  -0.29
C -13.704 -6.757 -10.402  0.51
N -13.699 -7.372 -11.370  -0.50
H -14.251 -6.505 -8.365  0.37
H -14.183 -5.025 -9.296  0.21
H -12.690 -5.875 -8.811  -0.22
C -5.813 -5.984 -9.313  0.76
C -5.284 -5.877 -7.958  0.04
N -4.901 -5.799 -6.879  -0.56
H -5.214 -5.372 -9.988  0.15
H -6.780 -5.475 -9.329  -0.69
H -5.936 -7.016 -9.620  0.35
C -3.420 -7.835 -11.427  -0.60
C -2.241 -7.151 -11.159  -0.46
C -2.089 -5.850 -11.626  -0.70
C -3.148 -5.257 -12.285  0.36
C -4.324 -5.922 -12.581  -0.38
C -4.467 -7.218 -12.091  -0.26
N -2.961 -3.893 -12.810  1.04
O -3.446 -3.632 -13.893  -0.58
O -2.338 -3.114 -12.111  -0.60
H -3.462 -8.878 -11.133  0.42
H -1.361 -7.616 -10.736  0.40
H -1.180 -5.277 -11.506  0.42
H -5.168 -5.424 -13.039  0.55
H -5.316 -7.793 -12.435  0.37
C -10.657 -8.066 -10.296  -0.95
C -10.854 -9.150 -11.144  -0.80
C -10.020 -9.277 -12.247  -0.66
C -8.957 -8.408 -12.416  -0.43
C -8.847 -7.285 -11.620  0.00
C -9.690 -7.094 -10.536  -0.36
N -7.999 -8.651 -13.481  1.11
O -7.933 -9.780 -13.929  -0.64
O -7.293 -7.721 -13.834  -0.59
H -11.240 -8.032 -9.378  0.79
H -11.669 -9.836 -10.981  0.40
H -10.190 -10.116 -12.912  0.47
H -8.100 -6.533 -11.855  0.98
H -9.647 -6.193 -9.950  0.44
C -14.773 0.477 -9.133  -0.57
C -14.624 -0.508 -10.100  -0.26
C -14.808 -0.189 -11.437  -0.51
C -15.099 1.121 -11.761  0.28
C -15.254 2.116 -10.811  -0.48
C -15.136 1.771 -9.476  -0.40
N -15.237 1.479 -13.180  1.01
O -15.658 2.587 -13.443  -0.62
O -14.918 0.648 -14.008  -0.59
H -14.712 0.214 -8.084  0.39
H -14.335 -1.517 -9.837  0.48
H -14.687 -0.928 -12.214  0.47
H -15.438 3.112 -11.188  0.44
H -15.243 2.528 -8.710  0.36
C -11.062 -4.924 -13.294  -0.05
C -11.292 -5.417 -14.568  -0.92
C -11.744 -4.540 -15.550  -0.45
C -11.867 -3.200 -15.246  -0.19
C -11.510 -2.681 -14.009  -0.40
C -11.169 -3.574 -13.001  -0.62
N -12.345 -2.281 -16.291  1.03
O -12.377 -1.097 -16.023  -0.60
O -12.687 -2.761 -17.358  -0.63
H -10.862 -5.651 -12.515  0.65
H -11.256 -6.469 -14.815  0.46
H -11.945 -4.857 -16.564  0.47
H -11.499 -1.606 -13.907  0.52
H -10.999 -3.150 -12.019  0.68



# ClLi

ClLi as an isolated structure (ωB97M-V/def2-TZVPD, the Open Molecules 2025 dataset).

## Properties
Charge: 0
Energy above the lowest of the compared OMol25 structures with the same formula, charge and spin: 88.4 kJ/mol

Each line ends with the Mulliken charge.
Element x y z (Å)
Li 0.524 0.128 -1.255  0.85
Cl -0.524 -0.128 1.255  -0.85



# C36H33LaO2Si

C36H33LaO2Si as an isolated structure (ωB97M-V/def2-TZVPD, the Open Molecules 2025 dataset).

## Properties
Charge: 0
Energy above the lowest of the compared OMol25 structures with the same formula, charge and spin: 2.6 kJ/mol

Each line ends with the Mulliken charge.
Element x y z (Å)
C -2.316 1.057 1.346  -0.52
C -1.396 2.125 1.225  -0.51
C -1.624 2.769 -0.027  -1.14
H -0.727 2.496 2.010  0.66
C -2.689 2.094 -0.665  -0.18
C -3.116 1.027 0.165  -1.33
H -3.988 0.382 -0.015  0.45
H -2.470 0.460 2.250  0.49
H -1.153 3.707 -0.368  0.46
H -3.212 2.454 -1.556  0.78
C 1.199 -0.745 -2.747  -0.78
C 1.740 -1.335 -1.587  -0.43
C 0.818 -2.311 -1.105  -0.17
H 2.749 -1.170 -1.192  0.40
C -0.300 -2.322 -1.984  -1.58
C -0.067 -1.347 -2.994  -0.03
H -0.690 -1.170 -3.882  0.42
H 1.696 -0.031 -3.416  0.47
H 1.023 -3.001 -0.277  0.57
H -1.141 -3.018 -1.966  0.48
La -0.475 0.121 -0.556  1.60
O -1.350 1.390 -3.247  -0.26
C -0.821 2.577 -3.976  -0.38
C -2.216 2.228 -4.316  0.24
H -0.606 3.533 -3.451  0.25
H -0.025 2.335 -4.705  0.19
H -3.017 2.315 -3.585  0.06
H -4.609 2.492 -5.397  0.35
C -3.914 2.029 -6.106  -0.37
C -2.595 1.804 -5.636  0.54
C -1.695 1.095 -6.483  -0.21
H -0.697 0.830 -6.136  0.19
C -2.061 0.761 -7.779  -0.74
H -1.357 0.319 -8.493  0.34
C -3.315 1.157 -8.286  -0.41
H -3.646 0.913 -9.305  0.34
C -4.277 1.708 -7.411  -0.49
H -5.269 2.034 -7.766  0.33
O 0.886 0.140 0.967  0.54
Si 1.350 -0.461 2.406  -0.38
C 2.398 -2.009 2.266  0.08
C 3.512 -1.989 1.415  -0.20
C 4.282 -3.143 1.212  -0.82
C 3.933 -4.333 1.865  -0.48
C 2.801 -4.376 2.688  -0.72
C 2.043 -3.212 2.886  -0.18
C 2.340 0.748 3.430  0.10
C 1.898 2.072 3.549  0.34
C 2.635 3.017 4.274  -0.58
C 3.856 2.642 4.857  -0.52
C 4.352 1.342 4.682  -0.65
C 3.585 0.400 3.978  -0.34
C -0.136 -0.958 3.439  0.59
C -0.392 -0.368 4.679  -0.54
C -1.538 -0.696 5.413  -0.71
C -2.445 -1.630 4.902  -0.55
C -2.220 -2.210 3.644  -0.76
C -1.064 -1.877 2.919  0.18
H 3.767 -1.053 0.909  0.64
H 5.170 -3.082 0.570  0.38
H 4.554 -5.220 1.717  0.36
H 2.537 -5.302 3.199  0.39
H 1.167 -3.255 3.532  0.33
H 0.966 2.348 3.056  0.07
H 2.217 4.022 4.417  0.38
H 4.411 3.379 5.441  0.35
H 5.303 1.048 5.139  0.37
H 3.970 -0.614 3.849  0.31
H 0.311 0.353 5.086  0.39
H -1.713 -0.255 6.392  0.38
H -3.333 -1.920 5.465  0.36
H -2.916 -2.956 3.235  0.37
H -0.879 -2.348 1.942  0.39



What did we get for gap between HOMO and LUMO? Answer: 6.24, 9.12, 6.98, 8.00 eV, in the order shown.
What did we get for highest occupied orbital energy? Answer: -10.27, -8.06, -8.51, -7.82 eV, in the order shown.